Entry 1:
{
  "formula": "C4H9N4",
  "method": "ωB97M-V/def2-TZVPD",
  "symbols": ["C", "C", "C", "C", "N", "N", "N", "N", "H", "H", "H", "H", "H", "H", "H", "H", "H"],
  "positions_angstrom": [[-1.057, -0.260, -0.701], [0.287, -0.295, -1.026], [0.703, 0.598, 1.155], [0.789, -1.196, -2.123], [-1.372, 0.448, 0.396], [1.119, 0.215, -0.058], [1.301, 1.463, 1.934], [-2.372, 0.209, 1.205], [-1.959, -0.761, -1.131], [0.914, -2.226, -1.726], [0.164, -1.361, -3.017], [1.711, -0.845, -2.612], [2.140, 0.142, -0.176], [0.969, 1.417, 2.928], [1.999, 2.306, 1.736], [-2.761, -0.729, 1.302], [-2.576, 0.876, 1.912]],
  "de_lowest_kj_mol": 328.28,
  "e_homo_ev": [-12.4, -12.4],
  "charge": 1,
  "orbital_gap_ev": [8.10, 8.11]
}

Entry 2:
{
  "formula": "C4H9N4O",
  "method": "ωB97M-V/def2-TZVPD",
  "symbols": ["H", "N", "C", "O", "C", "C", "N", "C", "N", "N", "H", "H", "H", "H", "H", "H", "H", "H"],
  "positions_angstrom": [[-2.361, 2.687, 0.591], [-1.576, 2.120, 0.954], [-1.214, 1.091, 0.240], [-1.804, 0.742, -0.898], [-0.359, -0.178, 0.816], [-0.921, -0.674, 2.000], [0.694, -0.613, 0.178], [1.214, -0.383, -1.136], [2.570, -0.652, -1.371], [0.302, -0.156, -2.002], [0.683, 0.294, -2.854], [-1.148, 0.281, -1.481], [-0.935, 0.166, 2.839], [-0.503, -1.623, 2.439], [-2.030, -0.688, 1.772], [1.124, -1.413, 0.706], [3.042, -0.403, -2.181], [3.223, -0.598, -0.612]],
  "de_lowest_kj_mol": 197.86,
  "e_homo_ev": -14.0,
  "charge": 1,
  "orbital_gap_ev": 8.76
}

Entry 3:
{
  "formula": "C4H9N4O",
  "method": "ωB97M-V/def2-TZVPD",
  "symbols": ["H", "N", "C", "C", "N", "C", "O", "N", "C", "N", "H", "H", "H", "H", "H", "H", "H", "H"],
  "positions_angstrom": [[2.062, -2.295, -0.154], [1.481, -1.533, 0.070], [0.214, -1.659, 0.229], [-0.581, -0.401, 0.388], [-1.695, -0.528, -0.623], [-2.725, 0.378, -0.322], [-2.463, 1.253, 0.447], [0.194, 0.765, -0.049], [1.356, 0.841, 0.535], [2.351, 1.555, -0.083], [-0.411, -2.434, 0.441], [-1.073, -0.205, 1.311], [-1.811, -1.246, -1.313], [-3.777, 0.186, -0.834], [-0.096, 1.165, -0.940], [1.644, 0.343, 1.466], [3.216, 1.791, 0.373], [2.115, 2.027, -0.941]],
  "de_lowest_kj_mol": 127.65,
  "e_homo_ev": -14.0,
  "charge": 1,
  "orbital_gap_ev": 10.80
}

Entry 4:
{
  "formula": "C4H9N4O",
  "method": "ωB97M-V/def2-TZVPD",
  "symbols": ["C", "N", "C", "N", "C", "N", "C", "N", "O", "H", "H", "H", "H", "H", "H", "H", "H", "H"],
  "positions_angstrom": [[0.070, -1.489, 1.606], [-0.216, -0.424, 0.636], [-1.051, 0.547, 0.852], [-0.989, 1.677, 0.132], [-0.026, 1.886, -0.840], [0.955, 1.018, -0.901], [0.683, -0.439, -0.529], [0.054, -1.037, -1.683], [0.752, -1.778, -2.519], [0.302, -2.490, 1.385], [0.984, -1.123, 2.165], [-0.743, -1.679, 2.285], [-1.605, 0.632, 1.727], [-1.512, 2.425, 0.592], [0.046, 2.717, -1.480], [1.652, 1.369, -1.609], [1.544, -0.995, -0.140], [-0.901, -0.817, -1.679]],
  "de_lowest_kj_mol": 487.99,
  "e_homo_ev": [-11.0, -13.1],
  "charge": 1,
  "orbital_gap_ev": [7.23, 8.95]
}

Entry 5:
{
  "formula": "C4H9N4O2",
  "method": "ωB97M-V/def2-TZVPD",
  "symbols": ["C", "C", "C", "C", "N", "N", "N", "N", "O", "O", "H", "H", "H", "H", "H", "H", "H", "H", "H"],
  "positions_angstrom": [[0.056, 1.489, -0.774], [0.989, -0.525, -1.172], [0.011, 0.415, 0.580], [-1.294, -0.349, 1.436], [0.453, 0.625, -1.768], [0.643, -0.713, 0.081], [1.812, -1.337, -1.860], [-2.421, -0.846, 1.003], [0.605, 1.061, 1.621], [-0.967, -0.448, 2.644], [-0.867, 1.980, -0.962], [0.817, 2.152, -0.479], [1.715, -1.541, -2.807], [1.901, -2.096, -1.324], [0.843, 1.036, -2.532], [-2.942, -1.450, 1.732], [-2.854, -0.592, 0.128], [1.570, 0.761, 1.727], [-0.070, 0.377, 2.727]],
  "de_lowest_kj_mol": 64.23,
  "e_homo_ev": -13.3,
  "charge": 1,
  "orbital_gap_ev": 10.52
}

Entry 6:
{
  "formula": "C4H9N5O5P",
  "method": "ωB97M-V/def2-TZVPD",
  "symbols": ["C", "N", "C", "C", "O", "N", "O", "N", "N", "N", "C", "P", "O", "O", "O", "H", "H", "H", "H", "H", "H", "H", "H", "H"],
  "positions_angstrom": [[0.948, -2.033, 0.739], [0.707, -0.781, -0.082], [1.664, 0.306, -0.564], [3.249, 0.196, -0.160], [3.916, 1.479, 0.112], [3.060, 2.421, 0.545], [3.332, 2.820, 1.665], [0.889, 1.316, -1.390], [-0.425, 0.825, -1.344], [-0.512, -0.352, -0.587], [-1.888, -1.014, -0.399], [-3.098, 0.473, -0.056], [-4.281, -0.089, 0.848], [-2.295, 1.717, 0.923], [-3.676, 1.117, -1.593], [0.949, -1.867, 1.901], [0.106, -2.838, 0.492], [1.957, -2.514, 0.333], [3.310, -0.524, 0.781], [3.784, -0.372, -1.058], [-2.208, -1.656, -1.324], [-1.905, -1.644, 0.615], [-2.991, 2.290, 1.387], [-4.592, 0.723, -1.782]],
  "de_lowest_kj_mol": 599.86,
  "e_homo_ev": -13.9,
  "charge": 1,
  "orbital_gap_ev": 8.51
}

Entry 7:
{
  "formula": "C4H9N6",
  "method": "ωB97M-V/def2-TZVPD",
  "symbols": ["C", "C", "C", "C", "N", "N", "N", "N", "N", "N", "H", "H", "H", "H", "H", "H", "H", "H", "H"],
  "positions_angstrom": [[-1.041, 1.307, -0.057], [2.763, 0.982, 0.422], [0.310, 1.310, 0.085], [-1.519, -2.367, 0.167], [1.459, 1.106, 0.170], [-1.727, 2.411, -0.063], [3.481, 0.359, -0.441], [-3.001, 2.408, -0.193], [4.749, 0.164, -0.297], [-2.178, -1.434, -0.349], [-1.505, 0.306, -0.173], [3.113, 1.428, 1.355], [-0.686, -2.103, 0.807], [-1.706, -3.430, 0.029], [-3.455, 3.311, -0.189], [-3.548, 1.553, -0.298], [5.215, -0.310, -1.054], [5.281, 0.502, 0.501], [-2.953, -1.721, -0.946]],
  "de_lowest_kj_mol": 213.60,
  "e_homo_ev": -12.4,
  "charge": 1,
  "orbital_gap_ev": 8.46
}

Entry 8:
{
  "formula": "C4H9N8",
  "method": "ωB97M-V/def2-TZVPD",
  "symbols": ["C", "C", "C", "C", "N", "N", "N", "N", "N", "N", "N", "N", "H", "H", "H", "H", "H", "H", "H", "H", "H"],
  "positions_angstrom": [[2.890, -0.880, -0.720], [2.005, 0.349, 0.884], [-0.824, -1.581, -0.139], [-2.257, 0.338, 0.221], [3.853, -0.715, 0.175], [-0.221, -2.597, -0.226], [-1.735, -0.901, 0.278], [3.325, -0.016, 1.165], [1.737, -0.185, -0.341], [-3.397, 0.568, 0.857], [-1.509, 1.250, -0.449], [0.639, -0.024, -0.987], [3.039, -1.230, -1.675], [1.251, 0.745, 1.577], [0.524, -3.051, -0.717], [3.752, 0.073, 2.071], [-3.998, -0.168, 1.286], [-3.951, 1.253, 0.440], [-0.510, 0.960, -0.817], [-1.716, 2.253, -0.794], [0.529, -0.794, -1.701]],
  "e_homo_ev": -11.9,
  "charge": 1,
  "orbital_gap_ev": 9.03
}

Repeat the second record exactly.
{
  "formula": "C4H9N4O",
  "method": "ωB97M-V/def2-TZVPD",
  "symbols": ["H", "N", "C", "O", "C", "C", "N", "C", "N", "N", "H", "H", "H", "H", "H", "H", "H", "H"],
  "positions_angstrom": [[-2.361, 2.687, 0.591], [-1.576, 2.120, 0.954], [-1.214, 1.091, 0.240], [-1.804, 0.742, -0.898], [-0.359, -0.178, 0.816], [-0.921, -0.674, 2.000], [0.694, -0.613, 0.178], [1.214, -0.383, -1.136], [2.570, -0.652, -1.371], [0.302, -0.156, -2.002], [0.683, 0.294, -2.854], [-1.148, 0.281, -1.481], [-0.935, 0.166, 2.839], [-0.503, -1.623, 2.439], [-2.030, -0.688, 1.772], [1.124, -1.413, 0.706], [3.042, -0.403, -2.181], [3.223, -0.598, -0.612]],
  "de_lowest_kj_mol": 197.86,
  "e_homo_ev": -14.0,
  "charge": 1,
  "orbital_gap_ev": 8.76
}

What did the eighth record say?
{
  "formula": "C4H9N8",
  "method": "ωB97M-V/def2-TZVPD",
  "symbols": ["C", "C", "C", "C", "N", "N", "N", "N", "N", "N", "N", "N", "H", "H", "H", "H", "H", "H", "H", "H", "H"],
  "positions_angstrom": [[2.890, -0.880, -0.720], [2.005, 0.349, 0.884], [-0.824, -1.581, -0.139], [-2.257, 0.338, 0.221], [3.853, -0.715, 0.175], [-0.221, -2.597, -0.226], [-1.735, -0.901, 0.278], [3.325, -0.016, 1.165], [1.737, -0.185, -0.341], [-3.397, 0.568, 0.857], [-1.509, 1.250, -0.449], [0.639, -0.024, -0.987], [3.039, -1.230, -1.675], [1.251, 0.745, 1.577], [0.524, -3.051, -0.717], [3.752, 0.073, 2.071], [-3.998, -0.168, 1.286], [-3.951, 1.253, 0.440], [-0.510, 0.960, -0.817], [-1.716, 2.253, -0.794], [0.529, -0.794, -1.701]],
  "e_homo_ev": -11.9,
  "charge": 1,
  "orbital_gap_ev": 9.03
}